[1]
The following is a DFT calculation (the ωB97M-V functional and the def2-TZVPD basis) of C8H11F8NO5PS2 as an isolated structure in a non-equilibrium geometry.

Computed properties:
- LUMO level: 2.081 eV
- Energy: -2678.96882 hartree
- F_max: 9.7 eV/Å
- Total charge: -1

Last column: Löwdin charge in e.
Positions of all 36 atoms, in Å:
C -4.272 0.653 2.902  -0.14
C -4.117 -0.150 1.451  -0.24
C -2.646 -0.942 1.374  -0.43
F -2.679 -1.935 2.503  -0.16
P -2.487 -1.819 -0.315  0.91
C -1.714 -0.551 -1.576  -0.29
C -1.235 -3.261 -0.292  -0.31
C -1.555 -4.440 0.801  -0.23
O -2.220 -5.552 0.393  -0.04
F -1.130 -4.418 2.220  -0.03
H -3.994 -0.084 3.787  0.08
H -5.390 1.045 2.996  0.08
H -3.593 1.607 2.902  0.08
H -4.937 -0.992 1.331  0.11
H -4.150 0.591 0.521  0.11
H -1.781 -0.192 1.621  0.13
H -0.920 -1.129 -2.254  0.05
H -1.102 0.284 -1.021  0.04
H -2.513 -0.103 -2.305  0.05
H -1.247 -3.735 -1.384  0.12
H -0.155 -2.803 -0.072  0.11
C 5.527 3.103 0.135  -0.61
F 5.966 4.208 0.804  0.10
F 6.353 2.956 -0.944  0.09
F 5.787 2.035 0.948  0.09
S 3.769 3.202 -0.343  0.60
O 3.694 4.372 -1.221  -0.30
O 3.052 3.341 0.927  -0.30
N 3.684 1.785 -1.050  -0.30
S 2.233 1.481 -1.612  0.60
O 1.798 2.280 -2.761  -0.30
O 1.190 1.224 -0.615  -0.32
C 2.608 -0.160 -2.314  -0.61
F 3.050 -1.042 -1.366  0.09
F 3.594 -0.110 -3.259  0.10
F 1.533 -0.749 -2.912  0.09



[2]
The following is a DFT calculation (the ωB97M-V functional and the def2-TZVPD basis) of C8H11FeNPS as an isolated structure in a non-equilibrium geometry.

Computed properties:
- LUMO level (spin up / spin down): -0.053 / -0.066 eV
- Energy: -2369.13478 hartree
- Relative energy (zero: lowest compared OMol25 entry of this formula, charge and spin): 77.5 kJ/mol
- F_max: 4.2 eV/Å
- Spin multiplicity: 6
- Total charge: 0
- <S²>: 8.801

Last column: Löwdin charge in e.
Positions of all 23 atoms, in Å:
C -0.576 -1.147 -1.836  -0.35
C -0.884 -0.242 -2.815  -0.27
C -0.641 1.136 -2.867  -0.18
C 0.037 1.872 -1.878  -0.28
C 0.828 1.413 -0.847  -0.21
Fe -0.250 0.071 -0.545  0.51
P 0.033 -2.346 0.361  0.76
H -0.902 -2.170 -2.048  0.00
H -1.344 -0.640 -3.724  0.09
H -0.920 1.654 -3.788  0.09
H 1.327 2.193 -0.272  0.04
H 0.053 2.939 -2.122  0.09
H 1.266 -2.662 1.010  -0.12
H -0.031 -3.437 -0.548  -0.09
H -0.963 -2.685 1.332  -0.11
S -0.535 1.118 3.772  1.00
C 1.133 0.629 3.449  -0.35
C 1.247 0.154 2.172  -0.22
N 0.029 0.179 1.439  -0.24
C -0.994 0.711 2.161  -0.43
H 1.932 0.654 4.183  0.07
H 2.147 -0.205 1.676  0.12
H -1.991 0.810 1.735  0.09



[3]
The following is a DFT calculation (the ωB97M-V functional and the def2-TZVPD basis) of C8H11N as an isolated structure in a non-equilibrium geometry.

Computed properties:
- LUMO level: 0.909 eV
- Energy: -365.85690 hartree
- Relative energy (zero: lowest compared OMol25 entry of this formula, charge and spin): 738.2 kJ/mol
- F_max: 13.4 eV/Å
- Total charge: 0

Last column: Löwdin charge in e.
Positions of all 20 atoms, in Å:
C 1.085 -0.095 1.699  -0.09
C 0.578 0.568 0.533  -0.24
C 0.390 1.935 0.281  0.00
C -0.079 2.348 -0.969  -0.20
C -0.640 1.626 -1.816  -0.11
C -0.615 0.195 -1.548  -0.07
C -0.103 -0.358 -0.446  -0.26
C -0.097 -1.844 -0.293  -0.18
H 0.369 -0.579 2.125  0.01
H 1.623 0.562 2.645  0.17
H 1.868 -0.590 1.490  0.00
H 1.398 2.540 1.236  0.23
H -0.116 3.234 -1.100  0.01
H -1.023 1.907 -3.118  0.21
H -1.020 -0.735 -2.302  0.17
H -0.264 -2.258 -1.087  -0.02
H 1.168 -2.134 0.167  0.20
H -1.524 -1.169 1.177  0.15
H -1.832 -2.943 0.518  0.05
N -1.167 -2.211 0.810  -0.02



[4]
The following is a DFT calculation (the ωB97M-V functional and the def2-TZVPD basis) of one molecule with the formula C8H11N in a non-equilibrium geometry.

Computed properties:
- LUMO level: 0.497 eV
- Energy: -366.02383 hartree
- SMILES string: C/C=C\C=C/[C@H](C)C#N
- Relative energy (zero: lowest compared OMol25 entry of this formula, charge and spin): 299.9 kJ/mol
- F_max: 5.5 eV/Å
- Total charge: 0

Last column: Löwdin charge in e.
Positions of all 20 atoms, in Å:
C -1.005 -2.154 0.619  -0.14
C 0.441 -1.907 0.493  -0.15
C 1.178 -1.262 -0.609  -0.09
C 0.504 -0.271 -1.479  -0.10
C 0.100 1.047 -1.251  -0.13
C -0.198 1.938 -0.098  -0.32
C 0.939 1.643 0.966  -0.07
C -1.681 1.533 0.119  -0.17
H -1.693 -1.769 -0.118  0.07
H -1.138 -3.288 0.796  0.11
H -1.454 -1.834 1.548  0.06
H 0.957 -2.701 1.126  0.10
H 2.299 -1.348 -0.698  0.11
H 0.487 -0.512 -2.519  0.09
H -0.226 1.471 -2.107  0.06
H -0.389 3.086 -0.525  0.20
H 1.974 1.850 0.471  0.11
H 0.672 2.203 1.878  0.07
H 1.092 0.532 1.268  0.08
N -2.859 1.745 0.120  0.12



[5]
The following is a DFT calculation (the ωB97M-V functional and the def2-TZVPD basis) of an isolated ion of composition C8H11N2 and charge +1 in a non-equilibrium geometry.

Computed properties:
- LUMO level: -4.767 eV
- Energy: -420.65715 hartree
- SMILES string: [H]/N=C(/C)Cc1cc[nH+]cc1
- Relative energy (zero: lowest compared OMol25 entry of this formula, charge and spin): 112.4 kJ/mol
- F_max: 3.5 eV/Å
- Total charge: +1

Last column: Löwdin charge in e.
Positions of all 21 atoms, in Å:
C 3.088 -0.268 -0.456  -0.04
C 1.954 0.247 0.501  -0.38
N 1.910 -0.266 1.674  0.14
C 0.871 1.325 0.035  -0.08
C -0.484 0.536 -0.067  -0.13
C -0.735 -0.295 -1.264  0.06
C -2.003 -1.044 -1.277  0.01
N -2.873 -0.936 -0.216  0.06
C -2.679 -0.175 0.914  0.00
C -1.464 0.610 1.048  0.04
H 3.443 0.498 -1.190  0.08
H 3.914 -0.703 0.169  0.09
H 2.637 -1.145 -1.015  0.09
H 1.111 0.120 2.202  0.05
H 0.768 2.166 0.766  0.13
H 1.099 1.763 -0.970  0.12
H 0.012 -0.371 -2.094  0.14
H -2.213 -1.688 -2.170  0.15
H -3.745 -1.474 -0.277  0.18
H -3.409 -0.148 1.763  0.15
H -1.203 1.246 1.924  0.13



[6]
The following is a DFT calculation (the ωB97M-V functional and the def2-TZVPD basis) of one molecule with the formula C8H11N3 in a non-equilibrium geometry.

Computed properties:
- LUMO level: 0.799 eV
- Energy: -475.64270 hartree
- SMILES string: C[C@@H]1CN(C)c2nccnc21
- Relative energy (zero: lowest compared OMol25 entry of this formula, charge and spin): 113.6 kJ/mol
- F_max: 5.7 eV/Å
- Total charge: 0

Last column: Löwdin charge in e.
Positions of all 22 atoms, in Å:
C -0.878 2.690 0.973  -0.14
C -1.197 2.601 -0.316  -0.20
C -0.192 0.477 1.055  -0.13
C -0.703 0.496 -0.541  -0.21
C 0.004 -1.666 -0.047  -0.13
C 0.394 -0.922 1.268  -0.26
C 1.902 -0.673 1.472  -0.07
C -0.471 -1.028 -2.426  -0.05
N -0.366 1.567 1.693  0.09
N -1.027 1.567 -1.141  0.11
N -0.327 -0.691 -1.058  -0.17
H -1.057 3.555 1.663  0.11
H -1.675 3.506 -0.791  0.12
H 0.704 -2.522 -0.326  0.15
H -0.966 -2.194 0.101  0.13
H 0.170 -1.484 2.213  0.15
H 2.309 -1.569 1.950  0.08
H 2.111 0.236 1.964  0.06
H 2.433 -0.558 0.533  0.08
H -1.336 -1.667 -2.617  0.09
H -0.318 -0.113 -2.998  0.09
H 0.485 -1.607 -2.624  0.11



[7]
The following is a DFT calculation (the ωB97M-V functional and the def2-TZVPD basis) of an isolated ion of composition C8H11N3 and charge +2 in a non-equilibrium geometry.

Computed properties:
- LUMO level (spin up / spin down): -10.304 / -10.302 eV
- Energy: -474.84671 hartree
- SMILES string: C=C1C=C[N+]2=C1[N+](C)(C)C=N2
- Relative energy (zero: lowest compared OMol25 entry of this formula, charge and spin): 418.3 kJ/mol
- F_max: 3.9 eV/Å
- Total charge: +2

Last column: Löwdin charge in e.
Positions of all 22 atoms, in Å:
C 1.504 -0.471 0.975  0.00
C 1.061 -1.734 1.635  0.03
C 2.834 -0.053 1.193  0.25
C -0.203 -2.166 1.371  0.05
C -0.014 -0.262 0.140  0.02
C -2.134 0.012 -0.533  0.00
C -0.706 2.101 -0.194  0.12
C -0.422 0.469 -2.148  0.06
N -2.083 -1.100 0.104  0.25
N -0.799 -1.230 0.583  -0.02
N -0.828 0.611 -0.726  -0.20
H 3.403 -0.455 2.023  0.12
H 1.796 -2.362 2.106  0.14
H 3.342 0.679 0.579  0.10
H -0.718 -3.024 1.537  0.13
H -3.103 0.382 -0.937  0.20
H -1.327 2.753 -0.747  0.11
H -0.880 2.292 0.846  0.12
H 0.256 2.458 -0.382  0.10
H -0.769 1.362 -2.797  0.17
H 0.627 0.287 -2.101  0.10
H -0.835 -0.547 -2.526  0.16



[8]
The following is a DFT calculation (the ωB97M-V functional and the def2-TZVPD basis) of an isolated ion of composition C8H11N3O and charge +2 in a non-equilibrium geometry.

Computed properties:
- LUMO level: -7.878 eV
- Energy: -550.20916 hartree
- Relative energy (zero: lowest compared OMol25 entry of this formula, charge and spin): 94.4 kJ/mol
- F_max: 3.8 eV/Å
- Total charge: +2

Last column: Löwdin charge in e.
Positions of all 23 atoms, in Å:
C -2.884 -1.175 0.030  -0.01
C -2.683 0.196 0.293  0.03
C -1.816 -2.046 0.047  0.02
C -1.344 0.703 0.174  0.03
C -0.514 -1.546 -0.014  -0.12
C -0.264 -0.174 0.002  -0.24
C 1.888 -1.838 0.078  -0.17
C 1.387 0.786 -1.283  0.03
N 0.717 -2.358 -0.065  0.22
N 1.143 0.129 0.001  -0.17
N 1.566 0.955 1.113  0.32
O 3.026 -1.687 0.166  0.31
H -3.829 -1.557 -0.053  0.11
H -3.595 0.793 0.316  0.13
H -2.025 -3.164 -0.014  0.17
H -1.000 1.772 0.265  0.14
H 2.402 0.983 -1.400  0.09
H 0.764 0.271 -2.000  0.13
H 0.883 1.840 -1.264  0.16
H 0.522 -3.376 -0.337  0.25
H 0.788 1.561 1.313  0.16
H 2.328 1.548 0.798  0.19
H 1.900 0.454 1.944  0.21



[9]
The following is a DFT calculation (the ωB97M-V functional and the def2-TZVPD basis) of one molecule with the formula C8H11N3O2S in a non-equilibrium geometry.

Computed properties:
- LUMO level (spin up / spin down): -0.563 / -0.562 eV
- Energy: -1024.24459 hartree
- SMILES string: C=CCN1C=NN[C@]1(S)/C=C/C(=O)O
- Relative energy (zero: lowest compared OMol25 entry of this formula, charge and spin): 483.1 kJ/mol
- F_max: 4.7 eV/Å
- Total charge: 0

Last column: Löwdin charge in e.
Positions of all 25 atoms, in Å:
C 1.699 1.372 1.013  -0.11
C 1.984 -2.394 -0.804  -0.02
C -2.665 1.145 -0.030  0.03
C -1.517 0.481 -0.130  -0.10
C 2.063 -1.460 0.122  -0.19
C -3.900 0.358 -0.156  -0.50
C -0.221 1.008 -0.021  -0.57
C 0.857 -1.026 0.993  -0.10
N 1.280 2.567 0.559  0.09
N 0.734 0.455 0.820  -0.08
N -0.005 2.334 0.176  0.00
O -4.015 -0.854 -0.258  0.11
O -4.979 1.159 -0.276  0.12
S 0.506 0.425 -2.077  0.52
H 2.557 1.038 1.470  0.11
H 2.804 -2.475 -1.475  0.05
H 1.149 -3.011 -0.975  0.06
H -2.695 2.184 0.221  0.12
H -1.571 -0.490 -0.505  0.08
H 3.008 -0.881 0.373  0.12
H 1.203 -1.245 2.096  0.16
H -0.135 -1.376 0.841  0.10
H -0.450 2.841 -0.557  0.14
H -4.703 1.933 -0.699  0.07
H -0.353 -0.603 -1.956  -0.22



[10]
The following is a DFT calculation (the ωB97M-V functional and the def2-TZVPD basis) of one molecule with the formula C8H11N3O3S in a non-equilibrium geometry.

Computed properties:
- LUMO level: -0.756 eV
- Energy: -1099.41802 hartree
- SMILES string: CCN[S@](=N)(=O)Oc1ccc(N=O)cc1
- Relative energy (zero: lowest compared OMol25 entry of this formula, charge and spin): 593.6 kJ/mol
- F_max: 6.1 eV/Å
- Total charge: 0

Last column: Löwdin charge in e.
Positions of all 26 atoms, in Å:
C -2.351 -0.927 0.134  0.02
C -3.443 1.183 -0.464  0.02
C -1.195 -0.191 0.264  -0.01
C -2.224 1.787 -0.722  0.02
C -3.524 -0.208 -0.178  -0.25
C -1.095 1.051 -0.395  -0.25
C 2.957 -2.281 -0.115  -0.06
C 2.739 -0.820 0.437  -0.25
N 2.555 2.451 0.103  -0.15
N -4.812 -0.651 0.137  -0.04
N 1.995 0.062 -0.481  -0.12
O -5.064 -1.784 0.490  0.00
O 1.070 0.955 1.596  -0.29
O 0.130 1.692 -0.626  -0.18
S 1.467 1.438 0.309  0.65
H -2.250 -1.896 0.506  0.10
H -4.447 1.595 -0.531  0.12
H -0.246 -0.609 0.703  0.12
H -1.999 2.739 -0.996  0.09
H 2.991 -2.224 -1.281  0.11
H 3.865 -2.745 0.170  0.05
H 2.199 -2.894 0.137  0.02
H 2.282 -0.965 1.313  0.05
H 3.797 -0.548 0.564  0.12
H 2.281 3.402 0.270  0.02
H 2.324 0.388 -1.344  0.09



[11]
The following is a DFT calculation (the ωB97M-V functional and the def2-TZVPD basis) of C8H11N4 as an isolated structure in a non-equilibrium geometry.

Computed properties:
- LUMO level: -3.594 eV
- Energy: -530.16966 hartree
- Relative energy (zero: lowest compared OMol25 entry of this formula, charge and spin): 137.4 kJ/mol
- F_max: 4.1 eV/Å
- Total charge: +1

Last column: Löwdin charge in e.
Positions of all 23 atoms, in Å:
C -0.915 0.767 -2.686  -0.08
C 0.402 0.146 -1.062  -0.18
C -1.666 0.243 1.626  -0.11
C -1.438 -1.152 1.287  -0.13
C -0.679 1.143 1.651  -0.08
C -0.359 -1.587 0.679  0.10
C 0.752 0.823 1.333  -0.11
C 0.949 -0.215 0.239  -0.35
N 0.142 0.297 -3.254  0.11
N 0.952 -0.085 -2.261  0.12
N -0.798 0.699 -1.326  0.20
N 2.253 -0.737 0.156  0.10
H -1.766 1.155 -3.206  0.14
H -2.665 0.519 1.929  0.12
H -2.205 -1.857 1.587  0.12
H -0.870 2.151 1.986  0.12
H -0.032 -2.569 0.411  0.09
H 1.292 1.732 1.056  0.14
H 1.217 0.444 2.250  0.14
H -1.458 0.982 -0.608  0.15
H 2.684 -0.873 1.061  0.11
H 1.879 -0.437 -2.461  0.18
H 2.331 -1.588 -0.387  0.10



[12]
The following is a DFT calculation (the ωB97M-V functional and the def2-TZVPD basis) of a 2-piece molecular cluster, C8H11NO2S overall in a non-equilibrium geometry.

Computed properties:
- LUMO level (spin up / spin down): -1.517 / -0.116 eV
- Energy: -914.71922 hartree
- Relative energy (zero: lowest compared OMol25 entry of this formula, charge and spin): 400.6 kJ/mol
- F_max: 4.1 eV/Å
- Total charge: 0

Last column: Löwdin charge in e.
Positions of all 23 atoms, in Å:
C 0.378 3.013 -0.210  -0.03
C -0.503 2.234 -1.064  -0.06
C 1.291 2.342 0.580  -0.08
C -0.526 0.883 -0.924  -0.04
C 1.276 1.003 0.721  -0.22
C 0.326 0.220 -0.032  -0.34
C 2.434 0.269 1.409  -0.04
C -1.774 -2.601 -1.368  -0.19
N 0.256 -1.117 -0.071  0.11
O -2.446 -2.747 2.179  -0.50
O -2.413 -2.882 -0.171  -0.45
S -2.315 -1.822 1.101  0.93
H 0.328 4.062 -0.251  0.08
H -1.061 2.835 -1.789  0.11
H 1.965 2.865 1.235  0.11
H -1.135 0.298 -1.591  0.10
H 3.318 0.118 0.745  0.09
H 2.863 0.915 2.335  0.13
H 1.899 -0.639 1.679  0.05
H -0.778 -2.497 -1.259  0.01
H -2.289 -1.748 -1.889  0.10
H -2.050 -3.451 -1.908  0.07
H 0.954 -1.555 0.545  0.06